A structure of composition C39H36BCl3FN5O6PTl, computed with the ωB97M-V functional and the def2-TZVPD basis.

Properties
net charge = -2
spin multiplicity = 1
molecular weight = 1042.272 Da
electronic energy = -4252.40885 a.u.
frontier orbital gap = 6.168 eV

The geometry in XYZ format:
```
93
Properties=species:S:1:pos:R:3:forces:R:3:lowdin_charge:R:1
Tl 1.302 -0.769 -0.431 -0.054 0.022 -0.197 1.106
O -2.335 2.037 -0.306 -0.002 0.056 0.008 -0.016
C -1.647 1.084 0.071 -0.045 -0.118 -0.086 -0.727
O -0.836 0.406 -0.636 -0.004 0.054 0.030 -0.154
C -1.783 0.632 1.541 0.098 0.028 0.018 -0.255
P -0.123 0.580 2.323 -0.143 0.015 0.154 1.097
C 0.132 2.323 2.838 0.036 -0.012 -0.059 -0.330
C 1.161 2.599 3.740 -0.005 -0.010 0.026 -0.103
C 1.496 3.904 4.061 -0.001 -0.003 0.002 -0.107
C 0.820 4.962 3.465 -0.016 -0.013 -0.009 -0.112
C -0.193 4.699 2.556 0.014 0.010 0.017 -0.092
C -0.539 3.390 2.243 -0.018 -0.019 -0.023 -0.075
C -0.482 -0.193 3.958 0.099 -0.035 -0.014 -0.349
C 0.554 -0.931 4.535 -0.014 0.000 -0.007 -0.095
C 0.370 -1.569 5.756 0.003 0.003 -0.021 -0.090
C -0.855 -1.494 6.405 -0.017 0.001 0.016 -0.132
C -1.899 -0.780 5.828 0.010 0.014 0.016 -0.106
C -1.709 -0.131 4.615 -0.006 0.029 -0.027 -0.086
H -2.127 -0.406 1.536 0.006 0.008 0.001 0.090
H -2.509 1.257 2.060 -0.006 0.015 0.010 0.077
H 1.717 1.778 4.182 0.000 0.009 0.002 0.103
H 2.301 4.095 4.761 -0.002 0.009 0.002 0.095
H 1.092 5.985 3.700 0.001 0.003 0.002 0.088
H -0.716 5.516 2.072 0.000 0.002 0.001 0.096
H -1.317 3.206 1.509 -0.009 0.001 0.007 0.088
H 1.495 -1.019 3.997 -0.007 0.005 0.022 0.087
H 1.180 -2.142 6.190 0.003 0.005 -0.002 0.101
H -1.002 -1.997 7.354 0.002 0.003 -0.001 0.092
H -2.858 -0.721 6.328 -0.002 -0.005 -0.004 0.092
H -2.524 0.431 4.175 -0.012 -0.002 0.009 0.096
Cl -3.974 0.538 -5.605 0.023 0.003 0.008 0.595
C -2.485 0.185 -4.751 -0.034 0.008 -0.003 -0.679
C -2.451 -0.851 -3.837 0.000 -0.019 -0.011 -0.145
C -1.273 -1.120 -3.171 -0.014 -0.038 0.015 -0.560
Cl -1.241 -2.500 -2.111 0.024 0.032 0.037 0.749
C -0.089 -0.363 -3.329 0.159 -0.025 -0.142 -0.482
O 1.022 -0.589 -2.704 -0.176 0.027 0.164 -0.213
C -0.189 0.637 -4.324 -0.069 0.023 -0.014 -0.559
Cl 1.244 1.539 -4.732 -0.002 0.017 0.016 0.712
C -1.352 0.927 -5.013 0.004 0.008 -0.010 -0.151
H -3.328 -1.452 -3.648 0.001 -0.002 0.007 0.098
H -1.363 1.723 -5.744 0.000 -0.002 -0.003 0.096
N 3.782 0.203 -2.791 -0.049 0.046 0.081 0.178
C 4.271 -0.674 -1.885 -0.064 -0.119 0.046 -0.511
O 3.478 -1.339 -1.164 0.079 0.004 -0.011 -0.096
C 5.689 -0.834 -1.794 0.037 0.105 -0.096 -0.222
C 6.281 -1.725 -0.873 -0.051 -0.074 -0.031 -0.259
N 6.810 -2.462 -0.156 0.020 0.030 0.024 0.091
C 6.532 -0.119 -2.669 0.124 -0.026 0.165 -0.286
N 7.218 0.487 -3.380 -0.070 0.008 -0.081 0.080
H 2.783 0.199 -2.963 0.033 -0.013 -0.021 0.028
H 4.399 0.757 -3.355 0.015 -0.030 -0.033 0.086
C 4.501 2.682 2.315 -0.016 -0.014 -0.015 -0.036
C 3.478 2.390 1.266 0.006 0.048 0.107 -0.348
C 2.786 3.265 0.429 0.049 -0.021 -0.050 -0.004
C 1.966 2.453 -0.349 -0.034 0.029 0.006 -0.327
N 2.179 1.184 0.020 -0.008 0.027 -0.041 -0.072
N 3.096 1.143 1.014 -0.050 0.029 -0.105 0.019
C 0.968 2.839 -1.389 -0.015 -0.029 0.018 -0.023
H 4.386 3.701 2.686 -0.005 0.002 0.006 0.064
H 5.513 2.570 1.920 -0.001 0.003 -0.006 0.074
H 4.393 1.991 3.153 0.008 -0.005 0.003 0.072
H 2.854 4.341 0.395 0.015 0.001 0.005 0.102
H 3.102 -0.037 1.767 0.067 -0.235 0.223 0.007
H 1.420 3.483 -2.144 0.023 0.003 -0.007 0.072
H 0.130 3.370 -0.934 -0.004 0.004 -0.006 0.078
H 0.548 1.961 -1.874 0.021 0.015 -0.006 0.041
F 2.958 -0.924 2.322 0.020 0.193 -0.106 -0.252
C -2.040 -7.392 4.997 -0.009 0.016 0.011 -0.080
C -1.997 -5.869 4.860 0.014 -0.015 0.003 -0.559
C -1.347 -5.288 6.123 0.002 -0.012 0.007 -0.043
C -3.442 -5.360 4.757 -0.004 -0.008 -0.012 -0.051
C -1.200 -5.416 3.636 0.008 0.025 -0.028 -0.171
C -0.511 -6.310 2.817 0.001 0.028 0.000 -0.034
C 0.247 -5.893 1.717 0.003 -0.070 -0.006 0.023
C 0.280 -4.548 1.458 0.002 0.054 0.003 -0.191
O 0.942 -3.860 0.474 0.008 0.055 -0.016 0.160
B 0.640 -2.519 0.690 -0.009 -0.151 -0.004 -0.597
O -0.224 -2.388 1.773 0.031 0.052 -0.033 0.099
C -0.417 -3.651 2.253 0.010 -0.058 0.016 -0.172
C -1.145 -4.045 3.346 -0.045 0.017 0.037 0.071
H -2.636 -7.659 5.873 0.002 -0.002 -0.002 0.079
H -1.042 -7.811 5.134 0.002 -0.004 -0.004 0.081
H -2.496 -7.861 4.123 0.001 -0.003 0.001 0.084
H -1.913 -5.580 7.012 0.005 -0.002 -0.003 0.082
H -1.307 -4.199 6.083 -0.005 -0.009 -0.003 0.056
H -0.324 -5.656 6.227 -0.001 0.008 0.008 0.092
H -4.018 -5.684 5.627 -0.002 0.000 -0.001 0.079
H -3.922 -5.751 3.858 -0.007 0.005 0.005 0.090
H -3.483 -4.272 4.712 0.008 0.001 0.001 0.076
H -0.546 -7.369 3.030 0.004 -0.003 -0.002 0.092
H 0.788 -6.599 1.101 0.002 0.004 0.004 0.120
H -1.638 -3.299 3.959 0.003 -0.013 -0.013 0.120
```
Forces are in eV/Å.